Record 1
Molecular formula: C42H111AsF6N9O12Rb
Method: DFT, ωB97M-V with the def2-TZVPD basis set

Each line ends with the Mulliken charge.
Cartesian coordinates (Å):
Rb1 20.2718 35.8855 -10.2190  0.8286
As1 16.6668 37.9106 -9.8591  2.2524
F1 16.0907 38.9984 -11.1151  -0.4736
F2 15.7338 36.6547 -10.6489  -0.5106
F3 17.2949 36.8108 -8.6519  -0.6955
F4 17.5989 39.2198 -9.1597  -0.5294
F5 15.3017 38.4147 -8.9161  -0.3736
F6 18.0073 37.3837 -10.8647  -0.6246
C1 14.0289 43.5198 -12.8813  -1.5697
C2 14.7007 42.1295 -12.9336  0.2329
C3 16.1641 42.1905 -13.3569  0.8457
O1 16.2017 42.8709 -14.5944  -0.4663
C4 17.4914 43.1561 -15.0488  -0.6046
N1 14.5741 41.4521 -11.6492  0.4205
H1 13.9472 44.0085 -13.8520  0.3552
H2 14.6798 44.2173 -12.3461  0.2364
H3 13.0441 43.3942 -12.4356  0.4149
H4 14.1250 41.6249 -13.7196  0.2951
H5 16.4969 41.1559 -13.5072  -0.4282
H6 16.7768 42.7135 -12.6150  -0.1004
H7 17.4200 43.8509 -15.8870  0.3164
H8 18.0671 42.3038 -15.4425  0.1349
H9 18.0847 43.5623 -14.2159  0.2853
H10 13.6288 41.1025 -11.5147  0.2728
H11 15.1158 40.5847 -11.6295  -0.4412
C5 8.9878 39.4236 -9.6370  -1.5149
C6 9.2765 37.9557 -9.4848  0.4169
C7 10.7618 37.6157 -9.3577  0.6070
O2 11.3523 37.3279 -10.6025  -0.5456
C8 12.7309 37.6651 -10.6345  -0.0246
N2 8.5851 37.4786 -8.2629  -0.7859
H12 9.1810 39.8974 -8.6673  0.4149
H13 7.9487 39.6474 -9.8761  0.4038
H14 9.6834 39.9338 -10.3058  0.2897
H15 8.8737 37.3266 -10.2892  0.2632
H16 10.9043 36.8076 -8.6295  0.0692
H17 11.2704 38.4865 -8.9188  -0.5384
H18 13.2866 36.9422 -10.0337  0.1740
H19 12.9305 38.6637 -10.2351  -0.1010
H20 13.0455 37.6054 -11.6734  0.2998
H21 7.5919 37.6919 -8.3550  0.2479
H22 8.5310 36.4600 -8.2712  0.2588
C9 16.3495 35.9885 -5.1573  -1.1702
C10 15.7461 34.8349 -5.9065  0.0749
C11 14.3684 35.2000 -6.4468  -0.1292
O3 13.5948 35.7677 -5.4178  -0.3597
C12 12.2897 36.1720 -5.7237  -0.5712
N3 16.5518 34.3719 -7.0589  -0.4385
H23 17.3393 35.7492 -4.7537  0.4615
H24 15.7781 36.3243 -4.2900  0.4230
H25 16.4593 36.8798 -5.7816  0.0827
H26 15.5962 33.9565 -5.2731  0.3079
H27 13.8358 34.3172 -6.8296  0.4383
H28 14.3910 35.8675 -7.3235  -0.1305
H29 11.8719 36.5510 -4.7941  0.2859
H30 11.6242 35.3751 -6.0811  0.3479
H31 12.2533 36.9433 -6.5021  0.0613
H32 16.6508 35.2496 -7.5721  0.0723
H33 17.5144 34.1794 -6.7888  0.2349
C13 16.9959 44.0210 -9.9999  -1.5893
C14 17.5703 42.6549 -9.6901  1.8252
C15 18.6920 42.6249 -8.6794  -0.5826
O4 19.6678 43.5848 -9.0688  -0.4125
C16 20.5007 43.9656 -8.0059  -0.8681
N4 16.4605 41.8043 -9.2697  0.0110
H34 16.2194 44.0760 -10.7610  -0.0790
H35 17.7790 44.7011 -10.3490  0.3592
H36 16.5523 44.4299 -9.0861  0.4385
H37 18.0489 42.3016 -10.6253  -0.5370
H38 19.1336 41.6258 -8.5970  0.0543
H39 18.3061 42.9238 -7.6958  0.5873
H40 21.2885 44.6386 -8.3533  0.3019
H41 21.0855 43.1125 -7.6350  0.2974
H42 19.9187 44.4778 -7.2368  0.3555
H43 15.6387 41.7725 -9.8664  -0.0763
H44 16.8197 40.8508 -9.2732  -0.1472
C17 16.6821 38.7811 -15.4009  -1.2641
C18 17.8877 38.0676 -14.7289  0.1333
C19 18.7622 39.0866 -14.0216  0.3284
O5 19.2760 39.9759 -14.9924  -0.3934
C20 20.5060 40.5664 -14.6478  -0.7529
N5 17.4243 37.1196 -13.7238  -0.5214
H45 16.2803 38.1973 -16.2386  0.4151
H46 17.0064 39.6559 -15.9743  0.3012
H47 15.8633 38.9900 -14.7151  0.2389
H48 18.3781 37.5175 -15.5304  0.4266
H49 19.5550 38.5228 -13.5124  0.2377
H50 18.2293 39.6513 -13.2484  -0.2928
H51 20.4670 41.3508 -13.8881  0.1316
H52 21.0135 40.9137 -15.5451  0.4270
H53 21.1630 39.7777 -14.2544  0.4172
H54 16.6881 36.5221 -14.0831  0.2754
H55 17.0010 37.5571 -12.9140  -0.1114
C21 17.1376 31.4567 -10.2066  -1.8277
C22 16.6719 32.8042 -10.7230  0.7046
C23 15.1816 33.1435 -10.5940  -0.2719
O6 14.2864 32.3114 -11.3057  -0.4530
C24 14.0559 31.0091 -10.8313  -0.6297
N6 17.4674 33.8553 -10.0559  -0.3713
H56 16.9129 30.7006 -10.9661  0.4931
H57 16.7063 31.2119 -9.2375  0.3614
H58 18.2279 31.3995 -10.2184  0.3579
H59 16.8669 32.8481 -11.7986  0.2711
H60 15.0496 34.0994 -11.1067  0.1561
H61 14.8601 33.3359 -9.5624  0.2382
H62 13.5415 31.0557 -9.8625  0.2739
H63 14.9521 30.4055 -10.6748  0.2138
H64 13.4001 30.4878 -11.5243  0.2655
H65 17.2544 33.8424 -9.0603  0.3507
H66 17.0444 34.7352 -10.3625  -0.0734
C25 23.3253 35.5356 -7.5396  -0.8863
O7 22.7904 36.2063 -8.6576  -0.1117
C26 23.2753 37.5524 -8.7362  -0.9049
C27 22.7738 38.3312 -9.9528  -0.5815
N7 21.3153 38.5427 -9.8851  0.2411
C28 20.9044 39.4696 -10.9660  -0.3341
C29 21.5831 40.8527 -10.9991  -0.7037
O8 22.8629 40.8167 -11.5791  -0.3587
C30 23.2483 42.0590 -12.1524  -0.6682
H67 24.4039 35.3559 -7.6469  0.3164
H68 22.9551 34.5182 -7.4197  0.2759
H69 23.1601 36.1375 -6.6440  0.3314
H70 24.3578 37.4061 -8.8114  0.4317
H71 22.9780 38.1267 -7.8512  0.3975
H72 23.1187 37.8788 -10.8823  0.4223
H73 23.3520 39.2468 -9.7840  0.2404
H74 21.1665 39.0356 -9.0041  0.1876
H75 19.8234 39.6016 -10.9176  -0.1129
H76 21.1714 38.9017 -11.8624  0.2207
H77 21.5773 41.3116 -10.0013  0.4134
H78 20.9048 41.4809 -11.5908  0.4775
H79 23.2211 42.8609 -11.4088  0.3032
H80 22.5704 42.3422 -12.9633  0.2054
H81 24.2576 41.8773 -12.5115  0.2633
C31 12.8939 43.7218 -8.5178  -0.6497
O9 12.8970 42.6476 -7.5938  -0.3762
C32 12.6086 41.3684 -8.1149  -0.5197
C33 13.3315 40.3289 -7.2810  0.5954
N8 12.7739 40.3815 -5.9317  -0.3033
C34 13.5322 39.5932 -4.9514  0.4863
C35 12.7530 39.4927 -3.6507  -1.3548
O10 12.8981 40.6656 -2.8905  -0.1879
C36 12.1808 40.5992 -1.6903  -0.8992
H82 12.0193 43.6030 -9.1721  0.3244
H83 13.7986 43.6517 -9.1268  0.0979
H84 12.7609 44.6543 -7.9778  0.2760
H85 12.8244 41.2418 -9.1822  0.0606
H86 11.5266 41.2180 -8.0085  0.3734
H87 14.4091 40.5439 -7.2899  -0.2471
H88 13.2226 39.3686 -7.7918  -0.0259
H89 12.9135 41.3384 -5.6204  0.3271
H90 14.4625 40.1155 -4.6879  0.0309
H91 13.8000 38.5805 -5.2569  0.1636
H92 13.1670 38.6404 -3.0908  0.4612
H93 11.7531 39.1436 -3.9404  0.4338
H94 12.5797 39.8485 -0.9958  0.3513
H95 11.1289 40.3436 -1.8698  0.3352
H96 12.1795 41.5601 -1.1760  0.2402
C37 15.1318 45.8558 -0.2070  -0.7509
O11 16.0244 44.7839 -0.1916  -0.3123
C38 15.9738 43.9858 -1.3661  -0.4599
C39 16.8437 42.7606 -1.1218  -0.4461
N9 17.2006 42.1488 -2.3847  -0.2308
C40 17.6062 40.7574 -2.4051  -0.4983
C41 18.0815 40.4189 -3.8202  -0.8974
O12 16.9459 40.1888 -4.6209  0.0763
C42 17.2784 39.6816 -5.8873  -0.4153
H97 14.0981 45.6347 -0.4887  0.2985
H98 15.4208 46.6376 -0.9300  0.2988
H99 15.2082 46.3738 0.7470  0.2639
H100 16.3549 44.6050 -2.1872  0.3404
H101 14.9361 43.7190 -1.5909  0.2624
H102 16.2847 42.0276 -0.5220  0.2248
H103 17.7312 43.0526 -0.5552  0.2465
H104 16.5869 42.4126 -3.1396  0.1886
H105 16.7382 40.1213 -2.1866  0.2816
H106 18.4006 40.5869 -1.6793  0.3981
H107 18.7988 39.5899 -3.7846  0.3888
H108 18.6217 41.2780 -4.2365  0.3498
H109 17.8703 38.7588 -5.8837  0.3514
H110 17.8194 40.4294 -6.4805  0.2639
H111 16.3544 39.4653 -6.4246  -0.2760

The value obtained for the molar mass is 1208.78 g mol⁻¹. For the HOMO energy, the calculation gives -0.296 Eh. The multiplicity is 1. The calculation puts the HOMO-LUMO gap at 0.27706 hartree.

Record 2
Molecular formula: BeFH10O5
Method: DFT, ωB97M-V with the def2-TZVPD basis set

Each line ends with the Mulliken charge.
Cartesian coordinates (Å):
Be1 -16.2877 -7.6032 -26.6916  -0.0116
F1 -16.5277 -6.1894 -27.1879  -0.4695
O1 -15.2077 -7.6973 -25.4886  -0.2883
H1 -14.5128 -8.1935 -25.0884  0.3873
H2 -15.6132 -7.2506 -24.7244  0.3803
O2 -17.3791 -4.0936 -25.9630  -0.6541
H3 -17.5122 -3.4285 -26.6463  0.3119
H4 -17.1225 -4.9301 -26.3312  0.4118
O3 -16.0387 -8.6099 -27.9329  -0.2859
H5 -15.2153 -8.4530 -28.4593  0.4072
H6 -15.7283 -9.4539 -27.5692  0.3695
O4 -15.3420 -3.8817 -27.9973  -0.6223
H7 -15.9333 -4.6555 -27.9184  0.3752
H8 -15.7270 -3.2471 -28.6144  0.3264
O5 -17.8187 -8.2101 -26.0693  -0.3716
H9 -18.4867 -7.5782 -25.7439  0.3670
H10 -18.1932 -9.0523 -25.6773  0.3668

The value obtained for the molar mass is 118.09 g mol⁻¹. The net charge is +1. For the HOMO energy, the calculation gives -0.477 Eh. For the energy above the lowest of the compared OMol25 structures with the same formula, charge and spin, the calculation gives 92.5 kJ/mol. The multiplicity is 1. The calculation puts the HOMO-LUMO gap at 0.30855 hartree.

Record 3
Molecular formula: C21H30DyN2Si
Method: DFT, ωB97M-V with the def2-TZVPD basis set

Each line ends with the Mulliken spin population.
Cartesian coordinates (Å):
C1 0.5242 1.3707 0.7172  0.0117
C2 1.0147 1.6982 -0.5907  0.0003
C3 -0.1120 2.0932 -1.3852  -0.1051
H1 2.0580 1.6830 -0.9031  0.0002
C4 -1.2935 2.0087 -0.5772  0.1163
C5 -0.8954 1.5682 0.7174  -0.0563
H2 -1.5104 1.5789 1.6066  -0.0073
H3 1.1277 1.2293 1.6098  -0.0092
H4 -0.0852 2.4159 -2.4228  0.0405
H5 -2.2940 2.3289 -0.8583  0.0104
Dy1 -0.3574 -0.1561 -0.9010  6.1101
C6 0.1808 -3.8396 -3.6596  0.0057
H6 0.9479 0.4337 -2.7623  -0.1728
H7 0.2079 -4.9412 -3.6562  -0.0020
H8 0.3979 -3.2338 -2.7705  0.0038
Si1 0.0967 0.3243 -4.3330  -0.6644
C7 1.2322 -0.8510 -5.6287  -0.0280
C8 2.1902 0.1485 -5.7921  -0.0175
H9 2.0091 1.1319 -5.3387  -0.0139
C9 3.3670 -0.0685 -6.5181  -0.0231
H10 4.0965 0.7425 -6.5876  -0.0003
C10 3.6089 -1.3098 -7.1394  -0.0020
H11 4.5554 -1.4891 -7.6893  -0.0006
C11 2.6465 -2.3411 -7.0133  0.0037
H12 2.8433 -3.3341 -7.4779  0.0002
C12 1.4417 -2.0910 -6.2916  0.0183
H13 0.7029 -2.8962 -6.3420  0.0011
C13 -1.3986 0.4315 -5.4957  -0.0090
C14 -1.1574 0.5726 -6.9078  -0.0681
H14 -0.2137 0.1726 -7.3230  -0.0073
C15 -2.0208 1.3408 -7.7171  0.0414
H15 -1.7134 1.5918 -8.7531  0.0006
C16 -3.2544 1.7736 -7.1764  -0.0615
H16 -3.9080 2.4143 -7.7852  -0.0039
C17 -3.6591 1.3721 -5.8768  0.0503
H17 -4.6583 1.6441 -5.4852  0.0008
C18 -2.7509 0.6521 -5.0537  -0.0586
H18 -3.0689 0.3328 -4.0387  -0.0051
H19 0.4550 -3.1993 -4.5545  -0.0080
H20 -0.9121 -3.7914 -3.7653  -0.0033
N1 1.1646 -1.4265 0.5219  -0.0147
C19 0.9547 -2.8601 1.0487  0.0082
C20 -0.1531 -2.9507 2.0605  -0.0028
C21 -0.9713 -1.6592 2.3190  0.0086
N2 -1.6261 -1.1891 1.0406  -0.0774
H21 1.2988 -0.7770 1.3165  -0.0093
H22 2.0392 -1.3286 -0.0166  -0.0027
H23 0.7597 -3.4901 0.1702  0.0001
H24 1.9102 -3.1701 1.4907  0.0009
H25 -0.8608 -3.7391 1.7654  0.0003
H26 0.2490 -3.2899 3.0261  0.0000
H27 -1.7809 -1.8715 3.0465  0.0010
H28 -0.3397 -0.8542 2.7500  0.0005
H29 -2.3416 -0.4924 1.2680  0.0027
H30 -2.1507 -1.9713 0.6491  -0.0039

The value obtained for the molar mass is 501.07 g mol⁻¹. The net charge is +1. For the HOMO energy (spin up / spin down), the calculation gives -0.364 / -0.350 Eh. The expectation value of S² is 9.72. The multiplicity is 6. The calculation puts the HOMO-LUMO gap (spin up / spin down) at 0.22971 / 0.20564 hartree.

Record 4
Molecular formula: C3H7N3
Method: DFT, ωB97M-V with the def2-TZVPD basis set

Each line ends with the Mulliken charge.
Cartesian coordinates (Å):
N1 -1.9125 -0.4250 -0.2155  -0.6070
C1 -0.8347 0.5347 -0.0196  -0.1426
C2 0.4143 -0.1066 0.4871  -0.0682
N2 0.4312 -1.3930 0.5480  -0.2094
C3 2.6511 1.2289 -0.4083  -0.3316
N3 3.5717 1.6947 -0.9574  -0.4436
H1 -2.6353 -0.3140 0.4857  0.2039
H2 -2.3478 -0.3188 -1.1235  0.2238
H3 -1.0867 1.3716 0.6452  0.3065
H4 -0.5226 1.0016 -0.9639  0.3001
H5 1.4069 0.5166 0.4690  0.2034
H6 -0.4139 -1.8965 0.2642  0.3000
H7 1.2783 -1.8941 0.7888  0.2647

The value obtained for the molar mass is 85.11 g mol⁻¹. For the HOMO energy, the calculation gives -0.320 Eh. For the energy above the lowest of the compared OMol25 structures with the same formula, charge and spin, the calculation gives 258.3 kJ/mol. The multiplicity is 1. The calculation puts the HOMO-LUMO gap at 0.31302 hartree.

Record 5
Molecular formula: C3H3FHgO2
Method: DFT, ωB97M-V with the def2-TZVPD basis set

Each line ends with the Mulliken spin population.
Cartesian coordinates (Å):
H1 0.3132 -1.3345 0.8377  -0.0216
F1 -1.0136 1.5178 -0.7851  0.0167
O1 0.3450 0.7639 0.8222  0.0653
O2 0.6461 -0.6899 -0.8132  0.0467
C1 -0.9035 0.5413 0.2074  0.0181
C2 -0.6655 -0.8608 -0.2994  0.0361
C3 1.2354 -0.1575 0.3106  0.2386
H2 -1.7151 0.6901 0.9242  -0.0002
H3 -1.3449 -1.2515 -1.0563  -0.0022
Hg1 3.1030 0.7811 -0.1480  0.6024

The value obtained for the molar mass is 290.64 g mol⁻¹. The net charge is +1. For the HOMO energy (spin up / spin down), the calculation gives -0.527 / -0.550 Eh. The expectation value of S² is 0.77. For the energy above the lowest of the compared OMol25 structures with the same formula, charge and spin, the calculation gives 425.6 kJ/mol. The multiplicity is 2. The calculation puts the HOMO-LUMO gap (spin up / spin down) at 0.26408 / 0.25581 hartree.

Question: Among the records above, which one has the highest multiplicity?
Answer: C21H30DyN2Si